C28H31N6O4SbSe4Tc | the ωB97M-V functional and the def2-TZVPD basis

```
75
Properties=species:S:1:pos:R:3:lowdin_charge:R:1
Sb -0.96 -0.84 -4.74 -0.476
Tc 0.10 0.01 -0.36 1.168
Se -2.76 -2.49 -5.03 -0.350
Se -1.64 1.21 -5.87 -0.318
Se 1.04 -1.76 -5.79 -0.334
Se -0.48 -0.38 -2.38 0.325
O -4.27 4.69 0.84 0.121
O -0.78 1.86 -0.16 -0.214
O -6.28 3.83 0.51 0.061
O -1.79 3.64 0.60 0.019
N -0.46 -0.24 1.70 -0.079
N 2.02 -0.47 -1.14 -0.172
N -5.31 1.43 -0.32 0.162
N 1.64 1.25 0.78 -0.028
N -3.33 0.53 -0.32 0.162
N 0.34 -2.11 -0.33 -0.164
C -5.07 3.72 0.49 -0.505
C -3.21 1.83 0.07 -0.112
C -1.86 2.47 0.19 -0.509
C -0.85 -2.95 -0.28 -0.243
C -4.47 2.42 0.08 -0.089
C 1.10 3.41 3.70 -0.097
C 0.56 1.36 4.95 -0.114
C 2.50 2.20 0.12 -0.223
C -5.16 -0.96 -1.11 0.002
C 1.04 1.61 1.88 -0.240
C -0.31 -3.32 2.20 -0.210
C 2.54 -1.63 -0.91 -0.235
C 1.50 -2.65 -0.67 -0.206
C 3.49 1.51 -0.81 -0.168
C 1.10 2.95 2.40 -0.028
C 4.16 -4.37 -0.81 -0.142
C -1.25 -2.37 2.93 -0.190
C -0.88 -3.92 0.92 -0.173
C 3.94 -1.87 -0.92 -0.017
C 2.78 0.57 -1.79 -0.224
C 4.63 -3.09 -0.76 -0.114
C -1.56 -1.03 2.24 -0.224
C 0.99 2.67 4.88 -0.141
C 0.11 0.50 3.94 -0.030
C 1.66 -4.02 -0.99 -0.021
C 0.18 0.60 2.53 -0.227
C -4.60 0.31 -0.57 -0.344
C 2.81 -4.78 -1.04 -0.077
H 4.04 2.27 -1.38 0.112
H -2.22 -2.86 3.09 0.110
H 4.56 -0.98 -0.99 0.078
H 2.08 1.15 -2.38 0.096
H 3.48 0.11 -2.49 0.121
H -0.82 -2.19 3.92 0.084
H -1.92 -4.23 1.08 0.112
H -1.70 -2.29 -0.24 0.069
H -4.43 -1.43 -1.75 0.071
H 2.66 -5.84 -1.24 0.097
H -0.28 -0.43 4.30 0.069
H 0.48 0.95 5.95 0.093
H 1.26 4.48 3.81 0.098
H -6.05 -0.78 -1.71 0.077
H 4.20 0.94 -0.21 0.098
H 1.19 3.18 5.82 0.080
H 4.90 -5.16 -0.73 0.078
H 3.06 2.77 0.86 0.111
H -2.25 -1.22 1.43 0.077
H -0.06 -4.14 2.89 0.105
H -2.11 -0.41 2.96 0.116
H -0.30 -4.81 0.68 0.091
H -3.29 4.39 0.82 0.097
H 1.17 3.71 1.63 0.105
H -6.30 1.58 -0.47 0.162
H 1.90 2.91 -0.46 0.128
H 0.75 -4.55 -1.22 0.097
H 5.71 -2.99 -0.66 0.093
H -0.95 -3.49 -1.22 0.117
H -5.41 -1.66 -0.31 0.076
H 0.62 -2.81 1.98 0.104
```

The value obtained for the LUMO energy (alpha / beta) is 3.91 / 3.43 eV. As for the total charge: -2. As for the expectation value of S²: 0.762. As for the HOMO-LUMO gap (alpha / beta): 5.325 / 4.838 eV. As for the multiplicity: 2. The HOMO energy (alpha / beta) is -1.4 / -1.4 eV.